P.
C2H4FP | ωB97M-V/def2-TZVPD

**Gap between HOMO and LUMO**: 10.82 eV
**SMILES string**: F[C@@H]1CP1
**HOMO level**: -0.358 hartree
**LUMO level**: 1.0728 eV

Geometry as XYZ:
```
8
C2H4FP | OMol25 | ωB97M-V/def2-TZVPD
C 0.36146 0.76677 -0.05563
C -0.57909 -0.31908 0.45926
F -1.74731 -0.75759 -0.20129
P 1.27398 -0.83458 0.03268
H 0.16438 1.22069 -1.08954
H 0.57985 1.56134 0.54446
H -0.87014 -0.37763 1.54974
H 0.81687 -1.25991 -1.23970
```

How is the electron density shared among the atoms? According to Löwdin, the charges in e are:
1. C -0.426
2. C -0.482
3. F -0.087
4. P 0.858
5. H 0.103
6. H 0.015
7. H 0.113
8. H -0.095

Q.
C2H4FP | ωB97M-V/def2-TZVPD

**Gap between HOMO and LUMO**: 11.08 eV
**SMILES string**: FP1CC1
**HOMO level**: -0.360 hartree
**LUMO level**: 1.2908 eV

Geometry as XYZ:
```
8
C2H4FP | OMol25 | ωB97M-V/def2-TZVPD
C -0.49586 -0.00734 0.61752
C 0.18216 0.68707 -0.47541
F 0.99211 -1.93036 -0.38539
P 1.24411 -0.55964 0.44220
H -0.93812 0.68615 1.49371
H -1.12353 -0.75136 0.30827
H -0.21292 0.17978 -1.36092
H 0.35205 1.69570 -0.63999
```

How is the electron density shared among the atoms? According to Löwdin, the charges in e are:
1. C -0.417
2. C -0.372
3. F -0.366
4. P 0.894
5. H 0.127
6. H 0.021
7. H 0.071
8. H 0.041

R.
C2H4FP | ωB97M-V/def2-TZVPD

**Gap between HOMO and LUMO (spin up / spin down)**: 8.38 / 7.90 eV
**HOMO level (spin up / spin down)**: -0.358 / -0.334 hartree
**LUMO level (spin up / spin down)**: -1.3669 / -1.1890 eV

Geometry as XYZ:
```
8
C2H4FP | OMol25 | ωB97M-V/def2-TZVPD
C 0.35768 0.00864 0.53050
C -0.18072 -0.48187 1.62069
F 0.53073 -0.78506 2.72978
P 0.18235 0.37341 -2.68496
H 1.35778 0.42326 0.38974
H -0.37279 -0.06094 -1.45912
H -1.30527 -0.90771 1.65442
H -0.56977 1.43028 -2.78104
```

How is the electron density shared among the atoms? According to Löwdin, the charges in e are:
1. C 0.044
2. C -0.285
3. F -0.016
4. P 0.644
5. H 0.043
6. H -0.268
7. H 0.146
8. H -0.308

Most stable: Q

P.
C4H10NO2 | ωB97M-V/def2-TZVPD

**Gap between HOMO and LUMO**: 5.59 eV
**Net charge**: -1
**HOMO level**: -0.137 hartree
**LUMO level**: 1.8602 eV

Geometry as XYZ:
```
17
C4H10NO2 | OMol25 | ωB97M-V/def2-TZVPD
C -0.16686 -0.94264 0.24367
C -1.66624 -0.57306 0.62645
C -2.27267 -1.43677 1.87045
O 2.32585 -0.82694 -1.89702
N 0.96909 0.13831 0.19780
C 0.50178 1.55592 0.13418
O 0.00923 2.12119 -0.98613
H -0.08009 -1.32899 1.24303
H 0.07437 -1.61271 -0.63029
H -0.04898 0.63846 1.62934
H -2.48169 0.22005 0.13434
H 2.19850 -0.75312 -2.89909
H -3.55128 -1.21536 2.50937
H -2.63081 -2.50606 1.68413
H 1.61515 -0.13684 -0.68371
H -0.41278 1.72741 1.01918
H 1.47738 2.02428 0.42583
```

Löwdin population analysis, charges in e, atoms 1 to 8:
1. C -0.246
2. C -0.125
3. C -0.103
4. O -0.545
5. N -0.077
6. C -0.558
7. O -0.155
8. H 0.039

Q.
C4H10NO2 | ωB97M-V/def2-TZVPD

**Gap between HOMO and LUMO**: 8.24 eV
**Net charge**: -1
**HOMO level**: -0.147 hartree
**LUMO level**: 4.2448 eV

Geometry as XYZ:
```
17
C4H10NO2 | OMol25 | ωB97M-V/def2-TZVPD
C 2.52694 1.68159 0.40162
N 1.22898 1.99340 0.99969
C 0.04946 1.80495 0.09094
O 0.14011 0.72962 -0.74550
H 2.47935 0.74078 -0.16716
H 3.24411 1.51922 1.19846
H 2.72221 2.51802 -0.28725
H 1.12748 1.31822 1.76151
H 0.02746 2.71190 -0.49153
H -0.83620 1.73707 0.75882
C -2.10151 -3.17413 -0.44753
C -1.20907 -2.15653 -0.62500
O -1.02283 -1.18901 0.26790
H -2.34291 -3.90306 -1.23083
H -2.51692 -3.37710 0.54646
H -0.52748 -2.08593 -1.54387
H -0.51316 -0.39316 -0.24181
```

Löwdin population analysis, charges in e, atoms 1 to 8:
1. C -0.182
2. N -0.144
3. C -0.447
4. O -0.289
5. H 0.058
6. H 0.054
7. H 0.068
8. H 0.073

Most stable: Q

P.
C4H5LiO2Ru | ωB97M-V/def2-TZVPD

**Gap between HOMO and LUMO (spin up / spin down)**: 7.42 / 7.25 eV
**Net charge**: +1
**HOMO level (spin up / spin down)**: -0.411 / -0.473 hartree
**LUMO level (spin up / spin down)**: -3.7628 / -5.6279 eV
**Multiplicity**: 6

Geometry as XYZ:
```
13
C4H5LiO2Ru | OMol25 | ωB97M-V/def2-TZVPD
H -0.37115 2.16727 0.85316
C -0.40553 1.53588 -0.04840
C 0.75147 0.98789 -0.50581
O -1.60304 1.32418 -0.56104
Ru -3.26897 2.34629 -0.36321
H 1.69935 1.33948 -0.09659
H 0.75499 0.43991 -1.45455
C 1.32262 -1.84527 0.88218
C 0.13560 -2.14000 0.36942
O -0.87428 -1.99129 -0.22682
Li -1.73090 -0.44042 -1.09563
H 1.37974 -1.63362 1.95120
H 2.21013 -2.09032 0.29610
```

Löwdin population analysis, charges in e, atoms 1 to 8:
1. H 0.114
2. C -0.394
3. C 0.009
4. O -0.612
5. Ru 0.971
6. H 0.076
7. H 0.073
8. C 0.057

Q.
C4H5LiO2Ru | ωB97M-V/def2-TZVPD

**Gap between HOMO and LUMO (spin up / spin down)**: 5.81 / 7.17 eV
**Net charge**: +1
**HOMO level (spin up / spin down)**: -0.367 / -0.421 hartree
**LUMO level (spin up / spin down)**: -4.1831 / -4.2899 eV
**Multiplicity**: 6

Geometry as XYZ:
```
13
C4H5LiO2Ru | OMol25 | ωB97M-V/def2-TZVPD
C 1.06681 -0.67259 0.84256
C 1.11529 0.18368 -0.36615
C -0.10502 0.53520 -1.05171
C -1.39459 0.36077 -0.56063
O -2.43980 0.30004 -1.28221
O 1.22571 -0.15044 1.99912
Li 1.97048 0.91804 3.18984
Ru -4.07982 -0.80008 -1.26352
H 1.21314 -1.15451 -0.59272
H 1.19364 -1.77603 0.89085
H 1.78648 1.04310 -0.23806
H -0.01139 0.82065 -2.10379
H -1.54094 0.39216 0.53642
```

Löwdin population analysis, charges in e, atoms 1 to 8:
1. C -0.266
2. C -0.139
3. C -0.115
4. C -0.344
5. O -0.440
6. O -0.157
7. Li 0.863
8. Ru 0.858

Most stable: P

P.
C9H20N3O3 | ωB97M-V/def2-TZVPD

**Gap between HOMO and LUMO**: 8.42 eV
**Net charge**: +1
**HOMO level**: -0.409 hartree
**LUMO level**: -2.7054 eV

Geometry as XYZ:
```
35
C9H20N3O3 | OMol25 | ωB97M-V/def2-TZVPD
C 1.14548 0.95220 -0.98790
C 0.87431 -0.53936 -0.80433
C 2.04068 1.63176 -0.31600
C 0.73610 -1.11647 0.41503
C -2.37930 0.47592 0.74733
C 0.62091 -1.26423 -2.16263
C 0.57131 -2.62419 0.56185
C -4.62119 0.83440 -0.08548
C 3.83595 0.26150 0.08777
N -1.24189 1.09712 1.08571
N 0.76099 -0.52387 1.65611
N -3.29359 1.31105 0.13397
O 2.15624 2.99461 -0.46675
O -2.51871 -0.81580 0.84819
O 2.93384 1.19433 0.61359
H 0.53418 1.47940 -1.77914
H 0.03844 -0.77925 -2.85988
H 0.21430 -2.31076 -2.07559
H 1.62727 -1.26145 -2.74334
H -0.39733 -2.86602 1.12259
H 1.44574 -3.05776 1.18948
H 0.24095 -3.12024 -0.44338
H -5.32749 1.73918 -0.09265
H -4.90236 0.28952 -1.08587
H -5.02160 0.25826 0.68981
H 3.99228 0.57361 -0.92886
H 3.51619 -0.79359 0.01412
H 4.98827 0.23164 0.56376
H -1.15813 2.09048 0.89019
H 1.54228 0.06365 1.86352
H 0.78126 -1.23953 2.30681
H -3.05001 2.28522 0.24505
H -0.40258 0.42529 1.32670
H 3.08700 3.21597 -0.24818
H -3.36978 -1.09258 0.71840
```

Löwdin population analysis, charges in e, atoms 1 to 8:
1. C -0.006
2. C -0.206
3. C -0.445
4. C -0.397
5. C -0.379
6. C -0.036
7. C -0.038
8. C -0.087

Q.
C9H20N3O3 | ωB97M-V/def2-TZVPD

**Gap between HOMO and LUMO**: 9.97 eV
**SMILES string**: CCCCO/N=[N+](\[O-])[C@]1(CO)CCC[NH2+]1
**Net charge**: +1
**HOMO level**: -0.468 hartree
**LUMO level**: -2.7738 eV

Geometry as XYZ:
```
35
C9H20N3O3 | OMol25 | ωB97M-V/def2-TZVPD
C 1.89583 2.33386 0.39667
C 2.26233 1.07640 1.25148
C 2.58889 1.93481 -0.87883
C 2.25074 -0.15417 0.33606
C -5.53553 0.05379 0.69124
C 3.64010 -0.87745 0.59641
C -4.40404 -0.38466 -0.33676
C -2.96247 -0.74609 0.07761
C -1.95774 -1.02560 -1.06982
N 0.10564 -0.70148 -0.22761
N 1.07185 -1.12233 0.42520
N 2.39152 0.40030 -1.10980
O 1.16784 -2.18762 0.99260
O 3.89314 -1.66724 -0.59116
O -0.89302 -1.61783 -0.28030
H 0.81521 2.51643 0.52377
H 2.39637 3.14443 0.74184
H 3.26432 1.11639 1.62974
H 1.60325 1.09647 2.09628
H 2.36309 2.28276 -1.87714
H 3.56881 2.18942 -0.82988
H -6.27017 0.77143 0.21661
H -6.02919 -0.71376 1.23340
H -5.03938 0.77040 1.43176
H 3.50550 -1.58594 1.37152
H 4.36967 -0.17058 0.61793
H -4.68158 -1.35697 -0.89685
H -4.49061 0.45613 -1.13080
H -2.74209 0.15956 0.69583
H -3.04037 -1.67486 0.82540
H -2.32450 -1.74537 -1.86701
H -1.65708 -0.10154 -1.57784
H 1.48427 0.23131 -1.55175
H 3.15775 -0.18033 -1.42391
H 4.23169 -2.52004 -0.50187
```

Löwdin population analysis, charges in e, atoms 1 to 8:
1. C -0.091
2. C -0.067
3. C -0.054
4. C -0.226
5. C -0.105
6. C -0.079
7. C -0.286
8. C -0.222

Most stable: P

P.
C10H16 | ωB97M-V/def2-TZVPD

**Gap between HOMO and LUMO (spin up / spin down)**: 10.42 / 6.49 eV
**Net charge**: +1
**HOMO level (spin up / spin down)**: -0.539 / -0.539 hartree
**LUMO level (spin up / spin down)**: -4.2502 / -8.1667 eV
**Multiplicity**: 2

Geometry as XYZ:
```
26
C10H16 | OMol25 | ωB97M-V/def2-TZVPD
C -3.48306 0.07742 1.87393
C -2.27193 -0.89021 2.08463
H -3.43103 0.45148 0.84941
H -4.41176 -0.41228 2.13754
H -3.31927 0.92037 2.54513
H -2.27332 -1.69396 1.35634
H -1.35764 -0.33980 2.28763
H -2.52557 -1.35146 3.04862
C 0.70961 1.99573 -0.15204
C -0.22591 2.81867 -1.02408
C 0.92526 0.56811 -0.46124
C -0.12448 -0.37579 -0.33942
C 2.26139 0.09972 -0.75040
C 0.09909 -1.71425 -0.60081
C 2.52607 -1.22717 -0.78803
C 1.42053 -2.11651 -0.84508
H 1.68144 2.51373 -0.08579
H 0.51192 2.07124 0.93614
H -0.16541 2.48221 -2.05693
H -1.11646 -0.08077 -0.04649
H 3.07261 0.80007 -0.90766
H -0.73959 -2.38372 -0.48352
H 3.46310 -1.74295 -0.62186
H 1.57866 -3.19146 -0.83173
H -0.01299 3.88209 -0.99299
H -1.22785 2.70832 -0.61068
```

Löwdin population analysis, charges in e, atoms 1 to 8:
1. C -0.142
2. C -0.175
3. H 0.050
4. H 0.067
5. H 0.066
6. H 0.050
7. H 0.056
8. H 0.071

Q.
C10H16 | ωB97M-V/def2-TZVPD

**Gap between HOMO and LUMO (spin up / spin down)**: 10.25 / 6.40 eV
**Net charge**: +1
**HOMO level (spin up / spin down)**: -0.534 / -0.535 hartree
**LUMO level (spin up / spin down)**: -4.2874 / -8.1416 eV
**Multiplicity**: 2

Geometry as XYZ:
```
26
C10H16 | OMol25 | ωB97M-V/def2-TZVPD
C 1.37297 -1.15898 -0.13710
C 1.94291 -2.12910 -1.18070
C 0.53012 -0.04162 -0.58349
C -0.37641 -0.18738 -1.67437
C 0.57772 1.18749 0.11382
C -1.23064 0.86961 -2.04948
C -0.27128 2.19483 -0.24093
C -1.07211 2.06870 -1.44193
H 0.78900 -1.76069 0.59165
H 2.15544 -0.83666 0.55844
H 1.19365 -2.34758 -1.93980
H -0.50476 -1.09921 -2.23201
H 1.08279 1.17487 1.07126
H -1.95229 0.57728 -2.79815
H -0.37600 3.05530 0.40488
H -1.55882 2.98514 -1.73007
H 2.26597 -3.05299 -0.72700
H 2.70921 -1.59617 -1.74441
C -1.36401 -0.37354 2.51038
C -0.31086 -1.22985 3.15608
H -1.10263 0.69126 2.43276
H -1.52102 -0.64978 1.46283
H -2.33744 -0.29757 2.99288
H -0.10326 -2.18043 2.67240
H -0.53666 -1.37655 4.21664
H 0.62049 -0.66712 3.23704
```

Löwdin population analysis, charges in e, atoms 1 to 8:
1. C -0.178
2. C -0.048
3. C -0.134
4. C 0.080
5. C -0.006
6. C -0.011
7. C 0.028
8. C 0.040

Most stable: Q

P.
C2H12O3S2 | ωB97M-V/def2-TZVPD

**Gap between HOMO and LUMO**: 9.33 eV
**SMILES string**: CCSS.O.O.O
**HOMO level**: -0.326 hartree
**LUMO level**: 0.4612 eV

Geometry as XYZ:
```
19
C2H12O3S2 | OMol25 | ωB97M-V/def2-TZVPD
C -1.64360 -0.52591 1.33787
C -1.84782 0.65584 0.39539
S -0.51585 0.91596 -0.79627
S -0.70032 -0.59157 -2.17600
H -0.82737 -0.35751 2.03445
H -1.43883 -1.43194 0.77268
H -2.55299 -0.65953 1.92476
H -1.83343 1.62389 0.91614
H -2.80124 0.51369 -0.11086
H 0.03923 -1.52796 -1.57109
H 3.35202 0.05906 -1.89081
H 3.43740 1.34197 -2.70460
O 3.55854 0.99634 -1.81613
H 1.06394 -4.73589 -1.86108
H 0.37271 -3.65075 -1.03140
O 1.10809 -3.80022 -1.63655
H 0.10755 4.39386 3.01188
H 0.97305 3.18229 2.73930
O 0.14893 3.59839 2.46232
```

Löwdin population analysis, charges in e, atoms 1 to 8:
1. C -0.172
2. C -0.628
3. S 0.415
4. S 0.324
5. H 0.067
6. H 0.048
7. H 0.071
8. H 0.059

Q.
C2H12O3S2 | ωB97M-V/def2-TZVPD

**Gap between HOMO and LUMO**: 9.25 eV
**SMILES string**: CCSS.O.O.O
**HOMO level**: -0.324 hartree
**LUMO level**: 0.4269 eV

Geometry as XYZ:
```
19
C2H12O3S2 | OMol25 | ωB97M-V/def2-TZVPD
C -1.54674 -0.17024 -2.19659
C -1.23531 -0.15551 -0.72000
S -1.45495 1.53707 -0.06883
S -1.21059 1.30334 1.86258
H -0.97712 0.65165 -2.74208
H -2.67170 0.12151 -2.39409
H -1.38905 -1.17532 -2.60483
H -0.22510 -0.33093 -0.29581
H -1.88992 -0.90408 -0.32697
H 0.00647 0.96589 2.20493
H 2.89980 0.22018 1.59926
H 2.33896 -1.09322 1.40389
O 2.52597 -0.29311 0.91945
H 2.05176 1.14635 -0.12157
H 1.19231 1.76435 -1.15535
O 1.70231 1.96856 -0.36039
H 0.21362 -2.33911 1.17073
H -0.56635 -1.32411 1.87599
O 0.23565 -1.89329 1.94969
```

Löwdin population analysis, charges in e, atoms 1 to 8:
1. C -0.191
2. C -0.630
3. S 0.431
4. S 0.347
5. H 0.080
6. H 0.111
7. H 0.070
8. H 0.044

Most stable: P

P.
C3H5P | ωB97M-V/def2-TZVPD

**Gap between HOMO and LUMO (spin up / spin down)**: 8.40 / 7.63 eV
**HOMO level (spin up / spin down)**: -0.306 / -0.326 hartree
**LUMO level (spin up / spin down)**: 0.0673 / -1.2367 eV

Geometry as XYZ:
```
9
C3H5P | OMol25 | ωB97M-V/def2-TZVPD
C -2.31816 -1.33316 0.03112
C -2.07825 -0.16131 0.06774
C 1.32151 0.07801 0.33915
P -1.51678 1.47169 0.13560
H -2.60355 -2.35083 0.05103
H 0.67161 -0.80370 0.17262
H 1.30714 0.26920 1.40679
H 1.72386 0.46919 -0.63847
H -0.79625 1.32632 -0.97513
```

Löwdin population analysis, charges in e, atoms 1 to 8:
1. C 0.020
2. C -0.595
3. C 0.016
4. P 0.778
5. H 0.017
6. H -0.034
7. H -0.019
8. H 0.017

Q.
C3H5P | ωB97M-V/def2-TZVPD

**Gap between HOMO and LUMO**: 10.34 eV
**SMILES string**: PC1C=C1
**HOMO level**: -0.335 hartree
**LUMO level**: 1.2322 eV

Geometry as XYZ:
```
9
C3H5P | OMol25 | ωB97M-V/def2-TZVPD
C 1.11095 -0.32834 0.08099
C 1.12667 0.91679 -0.28648
C -0.08601 0.43606 0.57733
P -1.70557 0.16969 -0.00264
H 1.58615 -1.21636 0.16626
H 1.59079 1.68830 -0.75774
H -0.20257 0.85626 1.62519
H -1.32041 -0.91409 -0.82408
H -1.56544 1.01779 -1.09428
```

Löwdin population analysis, charges in e, atoms 1 to 8:
1. C -0.071
2. C -0.009
3. C -0.650
4. P 0.762
5. H 0.059
6. H 0.058
7. H 0.071
8. H -0.101

Most stable: Q

P.
C6H11FO | ωB97M-V/def2-TZVPD

**Gap between HOMO and LUMO**: 9.70 eV
**HOMO level**: -0.326 hartree
**LUMO level**: 0.8376 eV

Geometry as XYZ:
```
19
C6H11FO | OMol25 | ωB97M-V/def2-TZVPD
C -0.48018 -1.70048 1.96692
C -0.15614 -1.21746 0.68375
C -0.44261 0.27056 0.17024
C 0.58420 1.21227 0.24405
C 0.43769 0.75172 -1.00082
C -0.39590 1.57647 -1.91762
H -1.51765 -1.14915 2.26563
H -0.72776 -2.88804 1.79573
H 0.38572 -1.63842 3.01684
H -0.68771 -1.82205 -0.21949
H -1.59287 0.38494 -0.06246
H 1.56118 0.89775 0.79749
H 0.59531 2.30055 0.48025
H 0.39542 1.84883 -2.82001
H -1.57523 0.83452 -2.16654
H -0.60384 2.54765 -1.07868
H 1.78035 -0.63132 -1.01664
O 1.22875 -0.13391 -1.73863
F 1.21125 -1.44443 0.60001
```

Löwdin population analysis, charges in e, atoms 1 to 8:
1. C -0.110
2. C -0.441
3. C -0.158
4. C -0.190
5. C -0.676
6. C -0.031
7. H 0.119
8. H 0.120

Q.
C6H11FO | ωB97M-V/def2-TZVPD

**Gap between HOMO and LUMO**: 10.32 eV
**SMILES string**: C/C(=C/F)CCCO
**HOMO level**: -0.348 hartree
**LUMO level**: 0.8410 eV

Geometry as XYZ:
```
19
C6H11FO | OMol25 | ωB97M-V/def2-TZVPD
C -1.76809 -1.24336 -0.21423
C -1.13363 0.08150 0.11258
C 0.14426 -0.16672 0.96883
C 1.48509 -0.73346 0.28982
C 1.84551 0.40688 -0.65788
C -1.83374 1.21818 -0.09440
H -2.48329 -1.17686 -1.16384
H -2.11668 -1.89929 0.65745
H -1.11537 -2.03182 -0.61034
H 0.43353 0.69284 1.68915
H -0.03327 -0.94993 1.63852
H 1.18950 -1.71219 -0.19968
H 2.30868 -0.76760 0.95355
H 2.80441 0.19469 -1.21311
H 1.34871 0.55324 -1.63817
H 0.90476 1.89370 -0.09227
H -2.60422 1.54821 -0.81526
O 1.95039 1.65624 0.16203
F -1.32653 2.43574 0.22724
```

Löwdin population analysis, charges in e, atoms 1 to 8:
1. C -0.102
2. C -0.259
3. C -0.162
4. C -0.139
5. C -0.291
6. C -0.095
7. H 0.121
8. H 0.105

Most stable: Q